(1)
Density functional theory data (ωB97M-V/def2-TZVPD) for 9 unconnected molecules or ions with the total composition C12H42ClN2O10.

Results
HOMO-LUMO gap, eV: 8.677
Net charge: -1
Maximum force, eV/A: 1.4

Each line ends with the natural charge from an NBO analysis.
CARTESIAN COORDINATES (ANGSTROEM)
Cl 0.949 0.200 0.777  -0.93
C -4.007 3.961 4.450  -0.24
O -3.090 4.010 3.378  -0.55
C -2.478 2.773 3.092  -0.09
C -1.921 2.781 1.679  -0.24
N -2.998 3.070 0.692  -0.61
C -3.787 1.885 0.373  -0.25
C -5.096 2.270 -0.320  -0.06
O -4.896 2.961 -1.520  -0.53
C -6.077 3.617 -1.929  -0.24
H -3.497 3.962 5.417  0.17
H -4.702 3.120 4.372  0.16
H -4.603 4.871 4.342  0.18
H -3.152 1.916 3.206  0.16
H -1.595 2.619 3.730  0.17
H -1.465 1.829 1.417  0.22
H -1.170 3.576 1.711  0.21
H -3.596 3.738 1.173  0.34
H -4.047 1.222 1.212  0.16
H -3.171 1.281 -0.299  0.23
H -5.598 2.927 0.410  0.14
H -5.644 1.332 -0.476  0.17
H -5.961 3.937 -2.962  0.19
H -6.244 4.490 -1.288  0.16
H -6.939 2.946 -1.857  0.16
C 0.979 -1.998 -4.558  -0.25
O 1.762 -2.380 -3.458  -0.54
C 0.968 -2.543 -2.299  -0.07
C 1.749 -3.136 -1.146  -0.24
N 2.904 -2.320 -0.769  -0.60
C 3.616 -3.001 0.338  -0.24
C 4.505 -4.141 -0.124  -0.07
O 5.469 -3.627 -1.001  -0.53
C 6.653 -4.389 -1.103  -0.25
H 0.274 -2.812 -4.782  0.15
H 1.635 -1.830 -5.410  0.18
H 0.401 -1.086 -4.381  0.19
H 0.193 -3.286 -2.577  0.14
H 0.451 -1.619 -2.021  0.20
H 2.003 -4.180 -1.352  0.18
H 1.043 -3.241 -0.301  0.16
H 2.488 -1.502 -0.317  0.38
H 2.851 -3.374 1.044  0.14
H 4.169 -2.254 0.905  0.22
H 3.944 -4.946 -0.619  0.15
H 4.900 -4.634 0.777  0.16
H 6.508 -5.118 -1.901  0.17
H 6.943 -4.789 -0.121  0.16
H 7.502 -3.725 -1.290  0.18
O 0.683 0.896 -2.811  -0.96
H 0.741 0.894 -1.845  0.49
H 1.601 0.798 -3.093  0.47
O -1.787 -0.641 -1.065  -0.96
H -1.075 -0.116 -0.665  0.49
H -1.735 -1.488 -0.606  0.47
O -1.148 -1.904 2.179  -0.97
H -0.926 -1.050 1.772  0.49
H -0.291 -2.268 2.418  0.46
O 1.857 3.340 0.962  -0.97
H 1.550 2.412 1.016  0.50
H 2.395 3.370 0.166  0.46
O 3.806 0.861 -0.774  -0.95
H 4.156 1.757 -0.716  0.45
H 2.987 0.878 -0.243  0.49
O 3.040 -0.963 3.163  -0.96
H 2.539 -1.783 3.178  0.46
H 2.482 -0.351 2.652  0.50

---

(2)
Density functional theory data (ωB97M-V/def2-TZVPD) for 9 unconnected molecules or ions with the total composition C12H42O12.

Results
HOMO-LUMO gap, eV: 10.187
Net charge: 0
Energy above the lowest of the compared OMol25 structures with the same formula, charge and spin, kcal/mol: 51.4
Maximum force, eV/A: 3.5

Each line ends with the natural charge from an NBO analysis.
CARTESIAN COORDINATES (ANGSTROEM)
C -3.581 -2.235 -5.177  -0.64
C -4.430 -1.060 -5.666  0.09
C -4.728 -0.134 -4.488  -0.63
O -3.676 -0.385 -6.563  -0.71
H -3.049 -2.708 -6.003  0.21
H -4.111 -2.993 -4.600  0.21
H -2.741 -1.938 -4.550  0.21
H -5.339 -1.302 -6.217  0.16
H -5.102 -0.641 -3.598  0.21
H -5.426 0.627 -4.837  0.21
H -3.852 0.286 -3.994  0.22
H -3.917 -0.717 -7.431  0.47
C 5.276 -7.033 -0.390  -0.62
C 5.025 -5.663 -1.108  0.10
C 4.038 -4.772 -0.383  -0.63
O 6.190 -4.905 -1.166  -0.72
H 6.112 -7.616 -0.777  0.22
H 4.319 -7.552 -0.338  0.21
H 5.501 -6.782 0.646  0.20
H 4.682 -5.943 -2.104  0.15
H 3.969 -3.760 -0.783  0.21
H 4.249 -4.671 0.682  0.22
H 3.016 -5.122 -0.529  0.20
H 5.982 -4.136 -1.702  0.47
O -4.959 -0.963 4.512  -0.75
C -3.849 -1.886 4.464  -0.09
C -3.211 -1.916 3.046  -0.09
O -2.876 -0.616 2.603  -0.71
H -5.814 -1.304 4.241  0.48
H -3.049 -1.665 5.170  0.19
H -4.241 -2.825 4.854  0.17
H -3.837 -2.428 2.316  0.15
H -2.336 -2.563 3.107  0.18
H -3.666 -0.087 2.736  0.48
O -4.563 5.035 1.677  -0.71
C -4.325 6.056 2.569  -0.07
C -2.918 5.893 3.236  -0.08
O -2.413 6.919 4.095  -0.71
H -5.416 5.245 1.291  0.47
H -4.339 7.025 2.070  0.15
H -5.155 6.122 3.273  0.15
H -2.202 5.717 2.433  0.16
H -2.861 4.939 3.761  0.16
H -1.555 7.108 3.707  0.47
O 3.859 1.522 3.850  -0.73
C 3.058 1.645 5.033  -0.10
C 3.547 0.786 6.181  -0.10
O 2.856 -0.526 6.400  -0.73
H 3.306 1.418 3.072  0.48
H 3.084 2.695 5.324  0.17
H 2.054 1.296 4.791  0.18
H 3.399 1.251 7.156  0.17
H 4.627 0.666 6.093  0.19
H 2.240 -0.337 7.112  0.46
O 6.377 -0.110 -4.389  -0.93
H 5.476 -0.045 -4.706  0.47
H 6.887 -0.351 -5.162  0.47
O 1.148 1.710 -1.393  -0.94
H 0.457 1.248 -0.919  0.47
H 1.063 1.408 -2.297  0.47
O 2.446 7.703 -3.075  -0.94
H 3.358 7.882 -2.844  0.47
H 2.337 6.766 -2.914  0.47
O 1.363 0.289 -6.781  -0.94
H 1.747 -0.125 -7.554  0.47
H 0.489 0.558 -7.063  0.47

---

(3)
Density functional theory data (ωB97M-V/def2-TZVPD) for 9 unconnected molecules or ions with the total composition C12H43N17O9.

Results
HOMO-LUMO gap, eV: 9.272
Net charge: 0
Energy above the lowest of the compared OMol25 structures with the same formula, charge and spin, kcal/mol: 44.3
Maximum force, eV/A: 3.1

Each line ends with the Mulliken charge.
CARTESIAN COORDINATES (ANGSTROEM)
C -4.374 33.455 -5.655  -0.80
O -5.741 33.119 -5.812  -0.33
C -6.320 32.726 -4.578  -0.60
C -7.766 32.284 -4.885  0.75
C -8.608 33.412 -5.526  -1.66
N -8.383 31.734 -3.691  -0.20
H -3.812 32.747 -5.040  0.31
H -4.237 34.445 -5.211  0.31
H -3.928 33.500 -6.648  0.26
H -5.725 31.951 -4.080  0.39
H -6.339 33.526 -3.826  0.42
H -7.690 31.428 -5.558  -0.32
H -9.613 33.167 -5.866  0.38
H -8.037 33.743 -6.395  0.42
H -8.705 34.268 -4.856  0.38
H -8.684 32.427 -3.018  0.26
H -7.825 31.031 -3.228  -0.27
N -6.615 29.693 -1.357  -0.21
C -6.191 30.883 -0.841  0.65
N -4.844 31.016 -0.759  -0.44
O -6.968 31.794 -0.577  -0.66
H -7.584 29.430 -1.157  0.03
H -6.007 28.900 -1.481  0.17
H -4.187 30.332 -1.080  0.16
H -4.544 31.936 -0.483  0.26
N -6.966 27.752 -4.389  -0.17
C -6.924 26.435 -4.066  0.44
N -7.956 25.998 -3.280  -0.23
O -6.158 25.694 -4.691  -0.70
H -6.331 28.086 -5.088  0.19
H -7.545 28.409 -3.886  0.11
H -7.866 25.259 -2.611  0.20
H -8.521 26.799 -3.037  0.09
N -12.238 32.202 0.409  -0.38
C -11.600 32.404 -0.792  0.58
N -10.936 31.305 -1.231  -0.13
O -11.628 33.446 -1.431  -0.65
H -12.180 31.360 0.941  0.16
H -12.646 33.029 0.811  0.23
H -10.896 31.334 -2.242  0.07
H -11.014 30.415 -0.779  0.05
N -13.017 28.590 -5.666  -0.08
C -14.122 27.852 -5.438  0.43
N -13.758 26.601 -4.944  -0.31
O -15.264 28.262 -5.560  -0.62
H -12.128 28.131 -5.662  0.00
H -13.068 29.595 -5.699  0.13
H -14.382 26.132 -4.303  0.14
H -13.133 25.941 -5.372  0.20
N -10.180 29.559 -4.039  0.47
C -10.075 28.775 -2.925  -0.03
N -11.074 27.887 -2.799  0.32
O -9.179 28.888 -2.063  0.15
H -10.903 29.404 -4.715  0.11
H -9.564 30.387 -4.113  -0.38
H -11.038 27.300 -1.963  -0.04
H -11.853 27.752 -3.423  -0.08
N -14.909 25.172 -2.218  -0.48
C -13.685 24.578 -1.899  0.64
N -12.879 25.420 -1.213  -0.29
O -13.442 23.400 -2.098  -0.64
H -15.096 25.977 -1.647  0.19
H -15.579 24.431 -2.361  0.23
H -13.043 26.408 -1.176  0.18
H -11.997 25.076 -0.866  0.15
N -8.837 30.794 -7.734  -0.37
C -9.697 29.797 -7.398  0.60
N -9.218 28.519 -7.426  -0.31
O -10.908 29.973 -7.245  -0.66
H -7.855 30.684 -7.565  0.20
H -9.265 31.659 -8.008  0.21
H -8.222 28.381 -7.411  0.17
H -9.870 27.807 -7.159  0.23
N -9.762 27.082 1.000  -0.42
C -9.237 26.325 0.002  0.82
N -7.989 25.878 0.270  -0.42
O -9.884 26.000 -0.998  -0.65
H -10.678 27.476 0.912  0.19
H -9.164 27.386 1.746  0.16
H -7.492 26.164 1.093  0.15
H -7.425 25.394 -0.403  0.17

---

no.,HOMO energy (eV)
1,-6.0
2,-10.0
3,-9.5